[1]
A cluster of 2 separate species, C9H16N3O3 in total. Source: the OMol25 dataset; level of theory: wB97M-V/def2-TZVPD.

Structure (ORCA input):
```
! RIJCOSX wB97M-V def2-TZVPD def2/J DEFGRID3
* xyz 1 1
C -1.4005 1.1231 2.7440
C 0.8885 -3.2057 0.8087
C -0.5241 1.2240 1.7468
C 1.2705 -1.9616 0.4550
C -0.2242 0.0395 0.8652
C 0.8402 -0.8177 1.2751
C -2.4181 0.0410 -2.2714
C -0.7614 -0.1420 -0.4009
C 0.8057 0.5725 -1.9208
N -1.8060 0.4720 -0.9801
N 1.5972 1.2000 -1.0943
N 1.4337 -0.7279 2.4471
O 2.1897 0.6535 -0.1756
O 1.4385 2.6070 -1.0723
O 0.1490 1.0243 -2.9359
H -1.6580 2.0334 3.2508
H -2.1856 0.3368 2.7461
H 1.0967 -3.9556 0.1832
H 0.3211 -3.4948 1.6329
H 0.2974 1.8520 1.9872
H 2.0408 -1.6825 -0.2278
H -3.0193 -0.8728 -2.1523
H -2.7597 0.8320 -2.8265
H -1.5684 -0.4112 -2.8729
H -0.4964 -1.0243 -0.9639
H 1.2542 -0.4091 -2.0246
H -2.4257 1.0223 -0.4998
H 1.3859 0.0971 3.0381
H 2.2626 3.0842 -0.8991
H 2.2093 -1.3917 2.6781
H -0.2337 1.8825 -2.5401
*
```

Computed properties:
ΔE to the lowest compared entry with this formula, charge and spin = 619.36 kJ/mol
HOMO energy (spin up / spin down) = -12.17 / -12.17 eV


[2]
The ion C9H16NS2 with charge +1. Source: the OMol25 dataset; level of theory: wB97M-V/def2-TZVPD.

Structure (ORCA input):
```
! RIJCOSX wB97M-V def2-TZVPD def2/J DEFGRID3
* xyz 1 1
C -2.0588 0.1476 0.0153
C 2.3788 -0.2345 -1.0122
C 1.9264 -1.6613 -0.5118
C 1.3690 0.8797 -0.6731
C 1.5331 -1.5699 0.9359
C 0.7835 0.9532 0.7021
C 0.3672 -0.5026 1.1242
C -0.4220 3.0869 0.3909
C -4.2641 -1.5159 -0.5222
N -0.0631 1.9299 1.1260
S -1.0484 -1.0987 0.1197
S -3.7605 0.2319 -0.2389
H 3.3854 -0.0018 -0.5795
H 2.5187 -0.2330 -2.0593
H 1.1184 -2.0838 -1.1115
H 2.7911 -2.1892 -0.6956
H 1.7312 1.8345 -1.0203
H 0.5389 0.5973 -1.3468
H 1.4032 -2.5675 1.5574
H 2.3910 -1.0707 1.4330
H 1.5067 1.0658 1.4307
H 0.0572 -0.5544 2.1713
H 0.1712 3.9726 0.8777
H -1.4863 3.2399 0.4280
H -0.0529 2.9256 -0.7215
H -3.9912 -1.6960 -1.5620
H -5.2957 -1.7334 -0.3777
H -3.5279 -2.1519 0.1201
*
```

Computed properties:
ΔE to the lowest compared entry with this formula, charge and spin = 474.99 kJ/mol
HOMO energy (spin up / spin down) = -12.52 / -12.52 eV


[3]
A structure of composition C9H17AuClI2N2OPSe. Source: the OMol25 dataset; level of theory: wB97M-V/def2-TZVPD.

Structure (ORCA input):
```
! RIJCOSX wB97M-V def2-TZVPD def2/J DEFGRID3
* xyz 2 3
I 2.1323 -2.6327 -0.1075
I -2.5918 -2.9111 -1.0398
Au 0.0767 -0.7572 -0.1684
P 0.1135 0.3174 -2.3241
C -1.4913 0.5886 -3.1217
C 0.9373 1.9427 -2.4226
H 2.0175 -0.9595 -3.0285
H 1.1374 -0.2507 -4.4423
H 0.4981 -1.6916 -3.5730
C 1.0376 -0.7443 -3.4675
H 1.8915 1.8870 -1.8871
H 1.0982 2.2550 -3.4604
H -1.3545 0.8926 -4.1679
H -2.0325 1.3846 -2.6008
H 0.3123 2.6938 -1.9283
H -2.0884 -0.3282 -3.0918
C -1.9601 -0.9225 -0.3098
O -2.8440 -0.1837 -0.0234
Cl 2.1292 0.6050 0.2897
C 2.7746 -0.0091 3.5412
N 1.5194 0.6727 3.7574
C 1.3474 1.8553 4.4644
C 0.0151 2.1298 4.4522
N -0.6139 1.1155 3.7418
C -2.0329 1.0311 3.4916
C 0.3183 0.2026 3.3161
Se -0.0250 -1.3791 2.4161
H 3.5241 0.4575 4.1928
H 3.0348 0.0766 2.4785
H 2.6571 -1.0677 3.7942
H 2.1724 2.3874 4.9095
H -0.5426 2.9464 4.8781
H -2.5955 1.0660 4.4360
H -2.3622 1.8736 2.8668
H -2.2269 0.0858 2.9732
*
```

Computed properties:
HOMO energy (spin up / spin down) = -15.45 / -15.26 eV
Expectation value of S² = 2.023


[4]
A structure of composition C9H17Cl3GeKNO3S4. Source: the OMol25 dataset; level of theory: wB97M-V/def2-TZVPD.

Structure (ORCA input):
```
! RIJCOSX wB97M-V def2-TZVPD def2/J DEFGRID3
* xyz 1 2
K -0.8186 -0.0413 0.2659
C 2.2757 0.2128 -2.6415
C 1.2313 -0.5828 -3.4153
S 0.3435 -1.7184 -2.3195
C -1.0553 -2.2152 -3.3535
C -1.9366 -1.0985 -3.9001
S -2.6432 -0.0186 -2.6246
C -2.4546 1.5977 -3.4327
C -2.6546 2.7575 -2.4650
S -1.4992 2.8929 -1.0759
C -0.0110 3.5982 -1.8297
C 0.9302 2.6471 -2.5610
S 1.6112 1.3954 -1.4418
H 2.9195 0.7485 -3.3402
H 2.9184 -0.4538 -2.0641
H 1.7234 -1.1581 -4.2009
H 0.5196 0.0941 -3.8874
H -1.6335 -2.8868 -2.7165
H -0.6903 -2.8122 -4.1906
H -2.7458 -1.5498 -4.4744
H -1.3757 -0.4673 -4.5885
H -3.1943 1.6786 -4.2306
H -1.4661 1.6411 -3.8877
H -3.6414 2.6985 -2.0031
H -2.6231 3.6978 -3.0175
H 0.5156 4.0807 -1.0046
H -0.3260 4.3939 -2.5068
H 1.7546 3.2283 -2.9789
H 0.4189 2.1562 -3.3860
Cl 1.0782 -2.7651 1.0464
Ge 1.1308 -2.2922 3.1076
Cl 1.3602 -4.0141 4.2742
Cl -0.6405 -1.2306 3.6233
O 1.3484 0.4525 1.9008
C 1.8936 0.8966 2.8810
O 2.5390 0.1751 3.7864
H 1.9125 1.9536 3.1674
O 3.6898 -1.7510 3.9079
N 2.7160 -1.2486 3.3761
*
```

Computed properties:
ΔE to the lowest compared entry with this formula, charge and spin = 0.00 kJ/mol
HOMO energy (spin up / spin down) = -11.47 / -11.47 eV
Expectation value of S² = 0.754


[5]
A cluster of 2 separate species, C9H17F2NOS in total. Source: the OMol25 dataset; level of theory: wB97M-V/def2-TZVPD.

Structure (ORCA input):
```
! RIJCOSX wB97M-V def2-TZVPD def2/J DEFGRID3
* xyz 0 3
C 1.2491 2.9266 -1.5909
C 1.9137 1.8036 -1.7289
C 3.2350 1.1978 -1.9589
C 1.3144 -1.4901 -0.7413
C -0.6777 -0.4358 -1.9014
C -2.9762 0.0146 2.3645
C -0.8939 -1.3543 2.4220
C 0.4056 -0.2658 -0.9471
C -2.3582 -1.2768 1.7791
N 0.0071 -0.3987 1.9662
O -0.8319 1.5859 0.5345
F -3.0464 -2.3579 2.1919
F -2.4206 -1.4538 0.4479
S 0.1064 0.4883 0.6812
H 0.2767 2.8079 -1.1671
H 1.7347 3.7606 -1.9031
H 3.2710 0.2744 -2.6893
H 3.7134 0.8606 -1.0842
H 3.8128 1.9949 -2.3791
H 1.2514 -1.7561 0.3873
H 2.4285 -1.2076 -1.0412
H 0.8637 -2.2929 -1.3152
H -1.4057 -0.9207 -1.4154
H -1.0890 0.4479 -2.1664
H -0.2166 -0.9504 -2.7340
H -3.9550 -0.1235 2.1830
H -2.8310 -0.0096 3.3767
H -2.6142 0.7610 1.6530
H -0.4936 -2.4222 2.1757
H -1.0229 -1.2520 3.4212
H 1.2495 1.0441 1.1794
*
```

Computed properties:
HOMO energy (spin up / spin down) = -7.03 / -9.01 eV
Expectation value of S² = 2.015


[6]
The ion C9H17F3N3O2 with charge +1. Source: the OMol25 dataset; level of theory: wB97M-V/def2-TZVPD.

Structure (ORCA input):
```
! RIJCOSX wB97M-V def2-TZVPD def2/J DEFGRID3
* xyz 1 1
N -0.6313 2.8485 0.7958
C 0.1554 2.0603 0.1644
N 0.1496 1.8104 -1.1960
C 0.4770 0.3396 -1.2343
C -0.5524 -0.4678 -2.0390
C -1.5639 -1.2449 -1.1905
C -2.6354 -0.2913 -0.5879
C -2.8152 -0.4309 0.9135
O -2.6846 -1.7765 1.3004
C 0.7072 -0.0437 0.2400
C 1.7610 -1.1175 0.3883
O 3.0307 -0.5051 0.1311
C 3.9604 -0.7053 1.0829
F 4.9550 0.0956 0.8320
F 3.5243 -0.4361 2.2743
F 4.4069 -1.9217 1.0486
N 1.1290 1.2570 0.8129
H -1.6124 2.9408 0.5544
H -0.3136 3.3705 1.6050
H 0.9368 2.3616 -1.5377
H 1.3718 0.3045 -1.8520
H -1.0901 0.1929 -2.7024
H -0.0486 -1.1860 -2.6769
H -2.0981 -1.9023 -1.8589
H -1.0890 -1.8563 -0.4364
H -3.5812 -0.4965 -1.0655
H -2.3495 0.7339 -0.7972
H -3.7958 -0.0601 1.2088
H -2.0961 0.1952 1.4556
H -2.7186 -1.8353 2.2617
H -0.1828 -0.3266 0.7833
H 1.5867 -1.8378 -0.4027
H 1.7016 -1.6332 1.3351
H 2.0052 1.5638 0.3893
*
```

Computed properties:
HOMO energy = -13.45 eV


[7]
A cluster of 2 separate species, C9H17FN in total. Source: the OMol25 dataset; level of theory: wB97M-V/def2-TZVPD.

Structure (ORCA input):
```
! RIJCOSX wB97M-V def2-TZVPD def2/J DEFGRID3
* xyz 1 1
C 0.1203 1.6414 -0.1604
C 1.0709 0.7968 0.1109
C -3.5653 -0.4643 -0.5612
C -2.8107 0.3996 0.3111
C 3.1760 1.9997 -1.0379
C 0.5476 -1.0626 1.5156
C 0.7952 -1.4908 -1.0206
C 2.6219 0.9436 -0.0456
C 0.4146 -0.5718 0.1528
N -4.1119 0.8925 -0.1738
F -0.6145 2.6982 -0.1198
H -3.3196 -0.5381 -1.6892
H -4.0637 -1.2922 -0.0416
H -2.8577 0.1372 1.4002
H 2.2355 2.5914 -1.3816
H 3.5244 1.5173 -1.9193
H 3.9820 2.6500 -0.6266
H 0.0319 -2.0934 1.6205
H 1.5917 -1.1283 1.8168
H 0.2292 -0.3340 2.2704
H -0.1295 -2.1661 -1.1238
H 1.6365 -2.1707 -0.7730
H 1.0618 -1.0422 -1.9674
H 3.0504 -0.0062 -0.2212
H 2.8259 1.1131 1.0489
H -0.7169 -0.4713 -0.1278
H -4.2542 1.4616 -0.9677
H -4.8253 0.8316 0.5953
*
```

Computed properties:
ΔE to the lowest compared entry with this formula, charge and spin = 639.89 kJ/mol
HOMO energy (spin up / spin down) = -11.14 / -11.14 eV